Record 1
50
Properties=species:S:1:pos:R:3:forces:R:3 method="wB97M-V/def2-TZVPD" largest_force_ev_per_a=1.40 total_energy_ha=-2149.09024 charge=0 smiles="O=C(c1cccs1)N1CCC[C@@H](c2nc3c(nnn3Cc3ccccc3Cl)c(=O)[nH]2)C1" homo_lumo_gap_ha=0.3407 de_lowest_kcal_mol=0.00
N -3.2746 -2.5065 -0.5537 -0.05 -1.12 -0.56
N -3.8697 -1.9180 0.4016 -0.63 0.07 0.74
H 1.1464 -4.7722 0.6547 0.00 -0.09 0.07
C -3.3607 -0.6691 0.5308 0.98 0.08 -0.99
C -2.3750 -0.5179 -0.4563 -0.84 0.09 0.92
H -0.9632 -4.1462 -0.4597 -0.10 -0.08 0.03
H -1.3110 3.6274 -1.8300 -0.04 -0.05 -0.04
H -0.1820 -2.2617 2.9011 -0.13 -0.14 0.06
C 0.6646 -1.6789 2.5859 0.08 -0.12 0.18
H -1.4531 3.5892 0.5391 0.03 -0.02 -0.01
H 0.6959 4.7377 -0.7139 0.02 0.09 -0.03
C -0.1249 -2.4850 -1.4972 0.08 0.09 -0.11
H 2.7667 3.5486 -0.4938 0.00 -0.07 -0.08
C 1.9240 -1.8381 3.0706 0.28 0.24 -0.11
H -2.8184 2.2781 1.7757 -0.01 -0.13 -0.09
N -2.3641 -1.6938 -1.1098 -0.27 1.07 0.41
H 2.3036 2.3440 -1.6993 -0.02 0.12 0.08
C 1.7894 -0.0498 1.3829 0.22 -0.43 0.38
C 1.0309 -1.7384 -1.6988 -0.02 -0.38 0.17
N -2.7171 1.4806 1.1577 0.05 0.16 0.09
H -1.8929 -3.0021 -2.6094 0.00 0.17 0.02
O 3.2461 0.7476 -0.2610 0.29 0.03 -0.02
C 0.5891 -0.6583 1.6181 0.19 0.28 -0.07
C -1.7886 1.5309 0.1633 -0.08 -0.03 -0.08
C -3.6052 0.4124 1.4497 0.01 0.02 0.06
C 2.2665 -3.1832 -0.2453 -0.01 0.02 -0.08
C 2.2163 0.9357 0.3677 -0.09 0.04 -0.03
H 1.0137 4.2070 -2.3629 0.04 0.07 0.04
H -1.3216 -1.3185 -2.8536 -0.14 -0.18 0.07
C 0.3716 2.5180 0.9548 -0.30 0.11 0.34
C 0.7912 3.8587 -1.3549 -0.13 -0.16 0.08
S 3.0433 -0.7652 2.3396 -0.52 -0.03 -0.10
H 2.2634 -2.5261 3.8188 0.04 -0.17 0.18
C -0.5110 3.0687 -1.3439 0.00 0.20 0.03
H 0.6639 3.4806 1.3944 -0.07 -0.09 0.04
C 1.1198 -3.9239 -0.0119 -0.07 -0.05 0.00
H 3.1062 -1.4867 -1.2547 0.02 0.06 -0.01
C 2.2262 -2.0887 -1.0893 0.08 -0.03 -0.02
C -1.4479 -2.1268 -2.1306 0.40 -0.22 -0.22
Cl 1.0149 -0.3478 -2.7192 0.11 0.32 -0.33
C -0.9109 2.7446 0.1014 0.18 0.01 -0.06
C -0.0628 -3.5757 -0.6370 0.07 0.00 -0.03
O -4.3831 0.5207 2.3623 -0.18 -0.08 0.13
H 0.1788 1.8207 1.7710 0.07 0.16 -0.02
H 3.1954 -3.4495 0.2350 0.09 -0.01 0.05
H -0.3690 2.1319 -1.8830 -0.05 0.02 -0.01
N 1.4597 2.0390 0.1528 -0.04 0.01 -0.25
H -0.3118 -0.4151 1.0910 -0.16 0.08 -0.14
C 1.9262 2.9569 -0.8774 0.29 0.09 -0.25
N -1.5953 0.5641 -0.6732 0.33 -0.03 -0.41

=====

Record 2
177
Properties=species:S:1:pos:R:3:forces:R:3 method="wB97M-V/def2-TZVPD" largest_force_ev_per_a=4.85 total_energy_ha=-3423.79369 charge=0 smiles=COC[C@H](C)N.COCCNCCOC.COCCNCCOC.COCCNCCOC.COCCNCCOC.COCCNCCOC.OCCO.OCCO.OCCO.OCCO homo_lumo_gap_ha=0.3238 de_lowest_kcal_mol=0.00
H -3.5056 31.8460 18.9060 0.07 -0.09 -0.19
H -0.3735 20.8187 18.1585 -0.35 -0.18 0.34
C -3.3587 25.9661 10.4933 -0.14 -1.32 -0.47
C -9.5218 27.1484 23.1928 -1.03 2.22 -1.58
H -4.3825 21.3563 28.8454 0.50 0.18 -0.06
H -4.1896 32.7043 23.4969 0.43 0.25 -0.11
H -9.8761 28.0033 22.6169 -0.63 0.42 0.23
O -2.8130 24.1384 15.8598 0.53 0.98 2.04
H -5.4508 24.0865 18.9101 0.29 -0.73 -0.56
C -8.5728 25.3074 17.0874 -0.58 -0.35 -0.16
H -7.2427 26.8304 16.2905 0.52 0.04 1.08
H -5.1468 33.1849 24.8345 -1.00 -0.93 0.34
H -3.0013 29.4421 22.4280 0.14 0.12 0.17
H -9.3771 24.6466 16.7640 -0.51 0.51 -0.66
C 3.2261 17.9017 22.0695 -0.94 0.59 -0.45
C -5.2785 30.4714 23.9546 0.26 0.91 1.02
H -0.1813 23.3577 13.1726 -0.04 -0.04 0.00
H -4.1675 27.6396 16.9117 -0.53 -0.60 -0.23
C -6.6983 26.7374 11.9055 1.61 -1.51 0.03
C 0.8566 23.8004 18.0246 -0.51 0.26 -0.51
H -5.8512 26.8808 18.7378 0.64 -0.01 -0.22
H -3.6104 23.9926 12.3790 -0.16 0.13 0.06
H -0.3289 19.9440 22.0206 -0.02 0.31 -0.40
H -4.2429 22.6527 22.7809 0.05 0.27 -0.57
H 3.1437 19.6240 21.0277 -0.03 0.21 -0.16
O -3.9857 27.9602 14.8057 2.08 -3.39 -0.01
C -3.9087 23.3611 15.5086 0.35 0.97 -2.75
H -6.1680 28.9540 25.1274 -0.26 -0.27 0.00
C -4.3423 23.6267 24.6012 -0.47 -0.06 -0.49
O -4.3547 26.0878 11.5066 0.12 0.82 -0.25
H -4.0001 18.8112 22.4194 -0.43 -0.59 -0.72
C 4.3782 17.4128 21.1847 -1.26 0.20 1.39
H -7.7914 22.1014 22.9092 0.22 0.01 -0.32
H -1.4863 29.3893 20.2888 -0.37 0.34 -0.01
H -0.0240 21.0685 16.1039 -0.35 -0.14 -0.41
H -6.8620 26.0310 19.8237 -0.37 -0.27 -0.08
C -5.0702 23.0072 23.3957 1.45 1.13 0.33
H -4.3866 29.4491 18.5231 0.22 -0.20 0.48
H -6.2918 30.8448 24.1022 0.08 1.01 0.01
C -4.8099 24.7222 26.7841 1.01 1.44 -0.17
H 5.2258 17.8680 21.6969 0.73 -0.31 -0.61
H -3.2670 22.8610 18.0289 0.61 -0.02 -0.24
H -5.3832 27.6007 10.4619 0.67 0.30 0.20
H -7.6454 22.7624 24.4929 0.60 0.11 0.33
C -8.1545 26.3043 16.0075 1.38 -0.19 3.07
H -4.0032 24.2070 28.7040 0.43 0.45 -0.16
C 1.8042 19.9684 22.5232 -0.14 -2.32 -0.02
C -5.9385 28.4908 13.3930 0.27 -1.80 -0.32
H -3.6516 23.0661 27.4192 -0.06 -0.46 -0.01
H 1.8271 19.7929 23.5988 -0.08 0.35 0.20
H -7.4109 27.4712 11.5289 -0.07 -0.03 0.34
H -0.6704 22.0874 19.1790 -0.26 -0.65 0.45
H -8.7907 27.1890 16.0342 -1.27 -0.42 -1.32
H -3.9303 25.3378 26.5962 0.47 -0.09 -0.10
H 1.8134 21.0397 22.3225 -0.15 -0.18 -0.15
O -2.6555 27.4009 22.6021 -0.78 -0.61 0.98
C -5.5427 26.6348 10.9413 -0.42 0.25 -1.61
H -5.9468 27.3330 20.4375 0.70 0.00 0.24
O -5.7930 21.8943 23.6268 -3.83 -2.60 1.43
H -5.4517 23.4989 14.0259 -0.41 0.01 -0.02
C -5.8745 26.4871 19.7539 -2.02 0.30 -0.10
H -2.4749 24.6806 19.4445 0.27 -0.04 -0.54
H -5.9204 21.3448 29.5377 -0.42 0.37 -0.05
H 3.4442 17.6038 23.0950 -0.26 -0.07 0.02
O -3.1738 28.2700 20.1079 -2.02 0.66 -1.80
O 4.3640 15.9787 21.2534 0.29 0.65 -0.27
H -5.1616 26.4784 24.2369 -0.52 0.13 0.50
O 0.0038 22.9547 15.1308 0.44 -0.41 1.20
H -3.7224 25.1483 9.8711 0.09 0.15 -0.73
O -3.8201 32.3761 19.6419 -1.01 0.32 0.52
H 2.3150 17.4307 21.7006 -0.15 -0.50 0.35
H -5.7507 32.6798 20.4837 0.62 -0.28 0.58
C -2.9009 20.3136 19.5732 -2.00 -0.60 2.04
C -5.2443 32.1630 19.6685 0.27 -0.55 -0.97
C -3.4252 27.8435 16.1400 -1.15 1.22 -0.48
C -4.5539 24.6907 19.0462 0.33 -0.88 1.85
H -4.7304 22.3901 30.2572 0.16 0.63 -0.15
H -5.4519 28.9403 12.5274 0.28 0.01 -0.17
O -4.2764 31.1277 24.8055 -1.64 1.08 -0.50
H 6.3328 15.9537 21.8324 0.04 0.03 0.39
C -2.2451 28.6833 22.2267 1.38 -0.13 -0.75
H 0.6114 18.7483 21.0823 0.08 0.10 -0.25
O -4.9158 25.5473 20.0951 0.81 1.78 0.49
N -0.0118 21.6870 18.5263 0.78 -1.28 1.04
H 1.3135 22.5195 13.5766 0.18 -0.16 0.02
H -2.6413 27.0887 16.2027 -0.08 0.27 -0.46
H -7.4726 26.5389 24.9918 -0.12 -0.10 0.43
H -1.2151 17.3162 21.6952 0.10 0.26 -0.45
H -6.6109 30.4761 19.6861 -0.29 0.32 -0.29
N -5.2707 24.2200 25.5158 -1.73 0.26 0.53
H 1.8905 23.4554 18.0186 0.05 0.16 0.34
C -5.1079 22.0312 29.2997 -0.56 -0.93 -0.60
H -5.0980 20.0232 21.6296 -0.39 -0.62 -0.21
O -3.5374 19.2885 20.4175 0.10 0.05 0.11
H -4.2805 25.1976 18.1208 -0.08 0.23 -0.11
H -4.7284 29.6902 14.6777 -1.06 0.89 0.31
O -5.5564 22.9952 28.3514 0.83 -0.07 -0.19
C -0.0024 22.6542 17.4971 -0.35 1.09 -0.99
H -3.5835 27.4696 20.4442 0.17 -0.37 0.21
C -5.1296 28.6769 14.6621 -0.97 2.10 0.75
H -6.5215 28.5037 22.7303 -0.09 0.66 -0.28
C -1.1930 17.6424 22.7350 1.88 -2.50 -0.76
H -7.1205 25.7325 11.9110 -0.62 0.08 0.23
C -1.9956 28.5449 20.7533 1.27 -0.07 -0.11
O -7.5578 24.3516 17.4341 0.16 1.04 0.40
H -3.6349 22.3257 15.3062 -0.05 -0.36 0.37
O 0.0945 18.2394 23.0148 -0.90 1.06 -0.10
H -2.3892 25.5967 10.8277 -0.19 0.20 0.94
H -6.9331 28.9326 13.4540 0.14 0.32 0.41
H -4.4386 21.4943 18.5188 -0.82 -1.39 0.49
H -1.2818 28.8680 22.7020 -0.14 0.43 0.36
C -7.3654 26.5418 23.9070 -0.46 0.21 2.56
H -10.1876 27.1015 24.0545 0.33 -0.64 0.25
H -7.6677 25.5320 23.6292 0.05 0.06 -0.63
C -4.2900 32.5639 24.5731 0.23 -0.28 -0.62
H -5.9428 26.0287 10.1284 0.48 -0.49 -0.37
C -5.9463 26.8610 23.5842 1.69 -0.65 -3.06
H -3.1967 23.9652 20.7246 -1.03 -0.49 0.13
H -3.7210 22.9185 25.1494 0.50 -0.35 -0.55
H -3.6105 27.4767 22.6631 -0.56 -0.27 0.22
C 0.4946 19.2306 22.0528 -0.15 0.70 0.91
H -2.0437 24.1920 15.2880 -0.18 -0.83 -0.49
C -3.2984 23.9937 19.6398 0.47 -0.58 -1.22
H -4.6561 23.4531 16.2968 -0.02 -0.01 -0.04
H -5.1698 30.1565 20.5020 0.72 -0.13 -0.22
H -1.0505 22.9127 17.3460 0.01 0.88 -0.37
H -1.9768 20.5509 20.1003 0.21 0.32 -0.53
C -4.0863 19.6231 21.6973 -0.04 0.85 -0.02
N -6.1500 27.0115 13.2029 -0.76 2.59 1.32
H -4.4584 28.7805 24.8203 0.13 -0.52 -0.16
C 0.4420 22.0501 16.1899 -0.27 0.68 -0.62
H -9.0079 25.8387 17.9338 0.69 -0.10 0.51
C -4.4344 23.8744 14.1367 -1.28 -0.39 0.65
H -7.6464 21.0055 24.2500 0.63 -0.01 0.12
H -3.1299 26.8418 9.8860 -0.55 0.34 0.19
H -5.6406 23.7806 22.8812 0.01 0.25 -0.18
H -4.4228 21.8105 20.2610 0.09 -0.39 0.24
N -5.6425 28.2368 23.1501 -0.05 -0.62 1.71
H 0.4927 24.0263 19.0269 0.36 -0.07 0.20
C -3.8055 21.5379 19.4050 -0.02 0.76 -0.90
H 1.5139 21.8552 16.2236 0.35 0.32 -0.48
H 0.7818 24.7420 17.4807 -0.01 -0.14 -0.36
O -5.0899 30.0792 18.3502 -0.32 0.91 1.05
H -5.7381 26.3594 22.6392 0.02 -0.79 -0.10
H -4.4764 24.9572 14.0189 0.12 0.05 0.74
H -3.6550 20.4075 22.3193 1.13 0.59 -0.62
O -7.7500 25.5522 14.9388 -1.49 -0.60 -1.55
H -5.8154 28.4668 15.4829 -0.06 0.29 0.41
O -8.2124 27.5649 23.4300 0.44 -0.98 -0.39
H 4.2362 17.7702 20.1648 0.34 -0.05 -0.18
H -7.1291 24.1783 16.5928 0.20 -0.18 -0.24
H -1.0186 16.6930 23.2412 -0.75 -0.10 0.33
H -0.2452 21.6338 13.5673 0.04 -0.19 -0.12
H -7.4855 26.1999 14.2813 1.07 0.02 -0.88
H -3.1329 28.8537 16.4266 0.84 0.06 0.00
H 6.1560 15.7414 20.1525 -0.41 0.42 -0.55
H -3.7602 24.3670 24.0523 0.53 0.42 0.65
C 0.2483 22.5772 13.8006 -0.02 -0.02 0.11
C -4.4196 23.7294 27.8171 -0.49 -0.72 1.47
H 5.8231 14.4289 21.1620 -0.95 -0.13 0.33
H -2.8026 19.8363 18.5982 0.55 -0.07 0.24
C -5.4084 29.0337 24.3497 0.89 0.59 -0.10
N -3.0119 22.6793 18.9892 0.83 2.07 0.43
C 5.6651 15.5054 21.0966 1.62 -0.21 -0.05
H -1.3573 27.6834 20.5573 0.61 -0.06 0.51
H -5.7309 32.6153 18.8044 0.22 0.08 -0.47
H -5.4561 25.4889 27.2117 -0.73 -0.31 -0.08
H -3.5272 33.1156 25.1225 0.65 -0.83 -0.12
H -9.6878 26.4221 22.3971 0.54 -1.09 0.63
N 3.0494 19.3697 22.0006 0.58 0.12 -0.35
H -5.0277 30.5846 22.8999 0.29 0.01 -0.10
C -5.5409 30.6720 19.6161 -0.43 -0.55 -0.28
O -3.6634 23.3528 13.0928 1.03 -0.59 -0.37
H -5.2148 26.6481 13.3186 -0.05 -0.56 -0.24
C -7.2786 21.9545 23.8597 1.28 0.33 -0.89
H -5.9452 23.5183 25.7853 -0.36 -0.25 -0.39
H -2.2199 17.9661 22.9046 0.59 1.39 0.81

=====

Record 3
57
Properties=species:S:1:pos:R:3:forces:R:3 method="wB97M-V/def2-TZVPD" largest_force_ev_per_a=1.15 total_energy_ha=-2014.35665 charge=0 homo_lumo_gap_ha=0.2891
C 2.3065 -1.5265 -2.5010 0.25 -0.35 0.04
H 2.6498 1.4989 -0.2077 -0.04 -0.05 -0.31
H 0.5324 3.9454 -4.2432 0.00 0.00 0.13
Sn -0.3015 -0.5676 -0.1135 -0.86 0.38 -0.28
H -3.0800 -2.6101 -3.5465 -0.06 -0.02 0.29
H 3.8573 -0.7327 0.9370 -0.04 -0.23 -0.31
C 3.7389 -1.3007 0.0021 0.28 -0.18 0.02
H 0.3843 -2.6118 1.8635 -0.73 -0.30 -0.16
O 0.1453 0.8089 1.5956 -0.63 0.28 0.27
C 1.4729 2.6264 -2.8256 -0.05 -0.22 0.06
H -2.8723 1.9512 -1.0125 0.06 -0.08 -0.27
C -0.0264 1.1808 -1.5611 0.21 -0.73 0.50
C 0.0190 1.0426 8.2615 0.04 -0.06 0.28
H -0.8171 -0.8739 4.1288 -0.03 0.14 0.02
P 2.2394 -0.7621 -0.8480 -0.32 0.93 -0.22
H -3.9702 -2.1557 -2.0831 0.22 -0.19 0.02
C 1.2656 1.6169 -1.8775 0.07 0.43 -0.29
H -0.7923 0.4864 8.7482 0.08 0.16 -0.11
H -2.5158 -3.1841 -1.9638 -0.13 0.03 0.00
H -1.7783 3.2181 -3.6467 0.31 -0.05 0.06
N -2.1368 -1.1228 -2.3566 -0.53 0.01 -0.50
H 3.6423 -2.3724 0.2329 0.17 0.36 -0.02
C -0.6696 0.0491 4.6814 0.22 0.26 0.14
C -0.2480 1.1946 6.7893 0.10 0.04 -0.38
C 0.3808 3.1943 -3.4745 -0.06 -0.02 0.06
C -2.5388 1.3946 -1.9046 -0.55 -0.02 -0.10
H -0.3555 -0.9417 6.5694 -0.01 0.27 -0.20
C -2.9668 -2.3349 -2.4889 0.20 0.01 0.27
C -1.4634 -0.8245 -3.6296 -0.07 -0.03 -0.07
H -3.1716 1.7267 -2.7381 0.21 0.15 0.14
C -0.7268 1.2806 4.0225 -0.16 0.15 0.36
H -3.9710 -0.1940 -1.8751 0.33 0.21 0.17
H 3.3899 1.1209 -1.7958 -0.20 0.27 0.13
H -0.2908 -2.6360 1.4911 0.93 -0.12 0.66
C 2.4744 1.0289 -1.1915 0.57 -0.39 0.26
C -0.3181 2.4283 6.1227 -0.03 -0.44 0.10
O -2.2012 0.3581 2.0431 0.51 0.65 0.09
C -0.5553 2.4695 4.7443 0.02 -0.30 -0.03
H 2.4926 2.9489 -3.0495 -0.31 -0.05 -0.03
H 0.9303 0.4539 8.4286 -0.12 0.16 -0.07
H -0.2009 3.3580 6.6901 -0.03 -0.34 -0.26
H -0.6137 3.4244 4.2302 -0.04 -0.19 0.00
H -1.6509 0.1850 -4.0099 0.07 -0.20 0.13
H -0.3793 -0.9674 -3.5330 -0.18 0.22 -0.06
O -1.3932 2.7078 1.9525 0.01 -0.21 -0.07
H 1.6848 -0.9913 -3.2312 0.18 -0.06 0.36
H 3.3549 -1.5214 -2.8341 -0.31 -0.07 -0.08
H 1.9478 -2.5636 -2.4159 0.17 0.28 -0.18
C -0.4067 0.0186 6.0487 -0.21 0.00 -0.31
C -0.9072 2.7825 -3.1514 0.08 -0.31 0.20
S -1.1331 1.3309 2.2772 0.56 -0.69 -0.02
H 0.1356 1.9923 8.7833 -0.03 0.03 -0.10
H -2.8050 -0.2670 -0.5542 -0.12 -0.07 -0.35
C -2.8945 -0.0700 -1.6417 -0.14 -0.28 -0.02
H 4.6054 -1.1331 -0.6569 -0.15 -0.10 0.32
C -1.1147 1.7682 -2.2003 0.21 0.65 -0.33
H -1.8006 -1.5421 -4.3902 0.10 0.30 0.06